1.
62
Properties=species:S:1:pos:R:3:forces:R:3 method="wB97M-V/def2-TZVPD" energy_ev=-44920.08607 homo_ev=-9.1 gap_ev=2.33 charge=+1
F -3.32072 2.45856 1.96014 0.373 -1.799 0.101
C -3.06092 1.10534 2.00210 0.324 1.396 -0.041
C -4.14584 0.23514 1.95358 0.398 -0.479 0.019
C -3.83853 -1.12498 1.98439 -0.945 -0.933 -0.033
F -4.87418 -2.03026 1.95414 1.351 1.204 0.002
C -2.54324 -1.60856 2.04620 0.550 0.135 0.109
C -1.43257 -0.70377 2.10602 -1.123 0.274 0.064
C -0.13454 -1.28087 2.18425 0.100 0.294 -0.348
C 1.16206 -0.69861 2.12081 0.993 0.192 0.020
C 2.27675 -1.60028 2.13292 -0.656 0.018 0.092
C 3.56839 -1.11630 2.07925 1.205 -0.788 0.023
F 4.61045 -2.01597 2.11319 -1.402 1.204 -0.083
C 3.87646 0.24447 1.99345 -0.694 -0.591 0.093
C 2.78365 1.11142 1.98436 -0.113 1.385 -0.081
F 3.04285 2.46363 1.91603 -0.394 -1.802 0.066
C 1.46316 0.69457 2.03419 0.039 -0.084 0.024
C -1.73801 0.69159 2.08694 -0.161 -0.161 -0.005
H -5.17236 0.59049 1.89350 0.234 -0.063 0.023
H -2.34288 -2.67789 2.04771 -0.282 0.173 0.040
H -0.13103 -2.37390 2.24757 -0.004 0.290 0.014
H 2.07709 -2.66991 2.17916 0.299 0.204 0.059
H 4.89942 0.59972 1.93623 -0.120 -0.024 0.034
H 0.67273 1.43527 2.00082 0.645 -0.065 -0.006
H -0.95377 1.43493 2.14988 -0.605 -0.036 0.007
C 3.45611 -3.25079 6.57322 -0.256 0.067 0.048
C 2.45983 -3.77846 7.40975 0.280 0.150 -0.252
C 1.48527 -2.94906 7.95079 0.044 0.533 -0.341
C 1.49161 -1.56016 7.67408 0.991 -0.914 -0.279
C 0.41764 -0.69078 8.08571 -1.514 -0.087 0.165
C -0.92083 -1.02482 7.96971 1.902 0.436 0.040
N -1.85707 -0.14621 8.38042 -0.719 0.302 0.394
C -1.46935 1.13701 8.91913 -0.111 0.270 0.180
C -2.77594 1.90590 9.16697 0.238 0.048 0.112
C -3.92183 0.98594 8.72257 -0.107 -0.442 0.116
C -3.27646 -0.27739 8.11218 -0.451 0.075 -0.218
C -1.40266 -2.26996 7.30661 -0.192 -0.177 -0.088
C -1.07986 -2.46863 5.96043 -0.316 -0.244 -0.007
C -1.53551 -3.60088 5.28427 -0.063 0.099 0.313
C -2.30082 -4.56369 5.94853 0.078 0.251 0.035
C -2.62405 -4.36493 7.29369 -0.004 0.129 0.044
C -2.20438 -3.21369 7.96826 0.230 -0.057 -0.412
C 2.56661 -1.02648 6.92836 -0.588 -0.348 -0.013
C 3.48809 -1.87119 6.32271 0.158 -0.308 0.218
H 4.20905 -3.90790 6.13146 -0.268 0.218 0.131
H 2.43718 -4.84627 7.62552 0.054 0.240 -0.045
H 0.68148 -3.36126 8.56365 0.325 0.104 -0.142
H 0.69653 0.28476 8.48375 -0.119 -0.307 -0.186
H -0.89737 1.00557 9.85258 -0.058 -0.005 -0.292
H -0.82361 1.68247 8.21145 -0.050 -0.162 0.089
H -2.84421 2.14340 10.23320 -0.145 0.131 -0.274
H -2.77456 2.83995 8.59662 -0.033 -0.117 0.220
H -4.52683 0.67935 9.58311 0.008 0.226 -0.224
H -4.57154 1.47685 7.99413 0.005 -0.097 0.189
H -3.48161 -0.34440 7.02813 0.120 0.010 0.239
H -3.68453 -1.19487 8.56358 0.088 0.364 -0.145
H -0.49083 -1.71103 5.44345 -0.012 -0.170 0.157
H -1.29005 -3.72384 4.23243 -0.019 -0.114 0.095
H -2.66025 -5.44484 5.41308 0.148 0.244 0.232
H -3.21718 -5.10769 7.82765 0.120 0.193 -0.177
H -2.50095 -3.04356 9.00570 0.210 -0.139 -0.285
H 2.59998 0.05453 6.78001 0.032 -0.268 -0.087
H 4.24482 -1.45863 5.65564 -0.019 -0.077 0.254

=====

2.
68
Properties=species:S:1:pos:R:3:forces:R:3 method="wB97M-V/def2-TZVPD" e_above_lowest_kj_mol=124.8 energy_ev=-51656.49847 homo_ev=-3.7 gap_ev=5.99 charge=-1
Zr 0.82724 0.11933 0.53558 -0.184 0.933 -0.738
O -0.96536 1.37256 1.02546 -0.017 0.176 -0.107
C -1.72558 2.15638 0.35123 0.045 -0.198 0.199
C -3.13672 2.12099 0.51994 -0.025 0.081 -0.075
C -3.95801 2.93218 -0.22410 -0.018 -0.032 0.000
C -3.44212 3.84445 -1.16164 0.032 -0.045 0.058
C -2.07436 3.93462 -1.30078 -0.073 0.017 -0.002
C -1.21428 3.10047 -0.57565 0.181 0.151 -0.126
C 0.21757 3.31465 -0.63226 -0.110 -0.104 -0.128
N 1.09745 2.46145 -0.28290 0.080 -0.073 0.162
C 2.47350 2.93257 -0.14034 -0.224 -0.017 0.048
C 3.39437 1.87589 -0.70215 0.072 -0.082 -0.037
N 2.99404 0.58136 -0.20609 0.134 -0.020 0.522
C 3.94889 -0.13749 0.39099 -0.096 -0.294 -0.120
C 3.85916 -1.38871 0.95433 0.361 -0.122 0.206
C 5.05206 -2.01834 1.45528 -0.061 0.196 -0.080
C 5.11688 -3.33769 1.73117 -0.177 -0.178 -0.069
C 3.97375 -4.16935 1.37852 0.092 -0.040 0.032
C 2.80099 -3.64017 1.02163 0.118 0.090 -0.280
C 2.56459 -2.14824 1.10541 -0.301 -0.104 0.525
O 1.59712 -1.72940 0.19647 0.004 0.099 0.577
H -3.53576 1.41348 1.23555 0.014 -0.005 0.000
H -5.03162 2.85948 -0.08620 0.005 0.022 -0.011
H -4.10467 4.47988 -1.73421 0.007 0.005 -0.006
H -1.64112 4.66203 -1.98169 -0.005 -0.007 0.002
H 0.55275 4.30936 -0.94984 -0.052 0.033 -0.020
H 2.64972 3.04389 0.93236 0.048 -0.032 0.010
H 2.60873 3.90724 -0.62501 0.015 0.009 -0.028
H 4.43774 2.10289 -0.45209 -0.003 0.038 0.054
H 3.32278 1.91785 -1.79847 0.017 0.017 -0.016
H 4.95620 0.28988 0.44452 -0.006 0.089 -0.148
H 5.93742 -1.39592 1.55956 0.000 -0.018 0.010
H 6.02986 -3.79412 2.08876 -0.001 -0.004 0.006
H 4.08553 -5.24863 1.36288 0.071 0.009 0.019
H 1.94942 -4.22596 0.69985 0.000 -0.020 0.032
C -2.79745 0.25433 -2.46059 -0.090 0.060 -0.039
C -1.42898 0.09187 -1.89410 0.606 0.115 -0.430
N -1.12656 -0.46275 -0.78070 -0.817 -0.213 0.238
N -2.17422 -1.02508 -0.07479 0.381 0.127 -0.179
C -1.77165 -1.33350 1.13689 -0.028 -0.073 0.672
O -0.63327 -1.10987 1.65319 0.173 -0.003 -0.402
C -2.77323 -1.98731 2.03812 0.040 0.013 -0.122
C -4.12824 -2.02113 1.72526 -0.019 -0.059 0.006
C -5.02633 -2.62012 2.59645 -0.007 0.016 -0.031
C -4.57483 -3.19394 3.77815 0.006 -0.018 0.020
C -3.22226 -3.16082 4.09103 0.024 0.033 -0.046
C -2.32260 -2.55163 3.22743 -0.042 0.021 0.039
C -0.25158 0.51547 -2.70924 -0.463 -0.273 0.299
C -0.37169 1.22069 -3.89886 0.190 0.007 -0.129
C 0.77284 1.41120 -4.66158 -0.102 0.017 0.011
C 1.97618 0.88758 -4.22133 0.084 -0.046 0.011
C 2.00708 0.24563 -2.98916 -0.069 -0.041 -0.016
N 0.92326 0.07956 -2.24779 0.086 0.282 0.262
H -3.52716 -0.27224 -1.85506 0.037 -0.028 0.035
H -3.06151 1.31731 -2.47736 0.006 -0.012 -0.003
H -2.82680 -0.11480 -3.48889 -0.032 -0.018 0.020
H -4.46276 -1.57474 0.79790 0.015 0.000 0.014
H -6.08192 -2.63724 2.35254 0.001 -0.010 0.012
H -5.27736 -3.66306 4.45686 -0.002 0.003 -0.006
H -2.86348 -3.60277 5.01232 -0.017 0.001 0.002
H -1.26709 -2.48948 3.46107 -0.003 -0.023 -0.001
H -1.33053 1.60181 -4.22028 -0.002 -0.007 0.012
H 0.71897 1.95255 -5.59840 0.002 -0.001 0.005
H 2.88459 0.98687 -4.80019 -0.020 0.011 -0.014
H 2.92230 -0.14176 -2.55714 -0.004 0.000 -0.013
N 1.85331 -2.00937 3.71571 -0.100 0.028 -0.030
C 2.07728 -1.98784 2.58717 0.363 -0.124 -0.527
F 1.54752 0.89572 2.16930 -0.139 -0.356 -0.140

=====

3.
65
Properties=species:S:1:pos:R:3:forces:R:3 method="wB97M-V/def2-TZVPD" e_above_lowest_kj_mol=0.0 energy_ev=-91867.64924 homo_ev=-13.1 gap_ev=7.06 charge=+2
Pb 2.60210 -1.75836 -1.81919 0.155 0.264 -0.307
S 0.13988 -2.02918 -2.73226 -0.039 0.186 0.062
P -0.38792 -0.39849 -1.62193 0.069 -0.198 -0.054
C 1.19093 0.27491 -1.05665 -0.325 -0.522 0.583
P 1.31823 1.52728 0.14749 0.285 0.009 -0.231
S 1.90941 -0.34821 0.71976 -0.202 0.274 0.041
C -0.05019 2.12998 1.10577 -0.033 0.032 -0.070
C -0.65271 1.35750 2.09874 -0.015 -0.074 -0.014
C -1.75099 1.85913 2.77653 0.015 -0.002 -0.020
C -2.24143 3.12032 2.46597 -0.017 0.025 0.005
C -1.63485 3.89496 1.48359 -0.013 -0.002 0.007
C -0.53596 3.40694 0.80018 0.042 0.021 0.001
C 2.50501 2.79035 -0.18191 0.070 -0.031 0.045
C 2.76502 3.76375 0.78800 -0.013 -0.021 0.026
C 3.72145 4.73052 0.53496 -0.004 -0.017 -0.003
C 4.40895 4.72566 -0.67276 0.009 0.013 -0.003
C 4.15020 3.75703 -1.63480 0.015 0.008 0.003
C 3.20117 2.78079 -1.39238 -0.052 -0.006 -0.039
C -1.58339 -0.92268 -0.38549 0.027 -0.013 0.018
C -2.92964 -0.57411 -0.48801 0.016 0.060 -0.005
C -3.83994 -1.05503 0.44248 -0.002 0.009 -0.015
C -3.41879 -1.89161 1.46404 0.003 -0.004 0.006
C -2.08409 -2.27264 1.55190 -0.033 -0.016 0.027
C -1.17313 -1.79929 0.62611 0.036 0.032 -0.044
C -1.04322 0.92151 -2.63316 0.006 0.046 -0.131
C -1.74143 1.97818 -2.03882 0.037 -0.006 0.019
C -2.15875 3.04599 -2.81264 -0.007 0.012 -0.010
C -1.88235 3.06890 -4.17445 -0.011 0.025 -0.021
C -1.19036 2.02387 -4.76698 0.005 -0.027 0.020
C -0.76686 0.94857 -4.00015 -0.027 -0.008 0.019
H -0.26601 0.37731 2.34139 -0.007 -0.002 0.004
H -2.21674 1.27003 3.55436 -0.001 -0.008 0.001
H -3.09651 3.50985 3.00223 -0.002 0.004 0.001
H -2.01486 4.88155 1.25680 0.001 0.007 -0.001
H -0.06023 4.01138 0.03769 -0.003 0.000 -0.007
H 2.22858 3.76537 1.72865 -0.005 0.001 -0.001
H 3.93190 5.48730 1.27753 0.001 0.003 0.006
H 5.15269 5.48690 -0.86663 0.002 0.001 -0.002
H 4.68632 3.76834 -2.57348 0.002 -0.001 -0.005
H 2.98145 2.02709 -2.13771 0.002 0.007 0.001
H -3.27786 0.05536 -1.29456 -0.011 0.001 -0.005
H -4.88319 -0.78282 0.35886 -0.003 0.002 -0.012
H -4.13539 -2.26606 2.18290 0.004 -0.003 0.010
H -1.75740 -2.94727 2.33452 0.017 0.006 -0.003
H -0.14337 -2.12207 0.69183 0.006 -0.024 -0.010
H -1.97383 1.96348 -0.98272 0.011 -0.007 0.031
H -2.71211 3.85644 -2.35726 0.000 0.001 0.003
H -2.21672 3.90267 -4.77722 -0.002 0.002 0.002
H -0.98586 2.03982 -5.82850 0.003 -0.003 -0.005
H -0.23798 0.12815 -4.46664 0.006 -0.010 0.012
N -0.03098 -7.22122 2.60427 0.020 0.001 0.094
C 0.14165 -5.91174 2.81225 0.036 -0.115 -0.219
S -0.43791 -5.07037 4.08897 -0.039 0.077 0.056
C 0.85852 -5.17866 1.72253 0.032 0.063 0.084
C 1.87730 -4.28175 2.03767 0.012 -0.023 -0.026
C 2.42522 -3.51784 1.03189 0.016 -0.047 0.061
N 1.98695 -3.56536 -0.23617 -0.073 -0.035 -0.007
C 1.04506 -4.46336 -0.54786 0.026 0.034 0.032
C 0.47774 -5.30252 0.39166 -0.062 -0.009 0.011
H -0.51370 -7.75859 3.30876 0.002 -0.010 -0.015
H 0.47157 -7.72355 1.89059 -0.008 0.026 -0.019
H 2.21319 -4.17415 3.05930 0.004 0.005 -0.001
H 3.22958 -2.82405 1.24564 0.008 0.001 0.000
H 0.70818 -4.48706 -1.57489 -0.001 -0.003 -0.001
H -0.30159 -5.98912 0.08940 0.007 -0.010 0.011

=====

4.
80
Properties=species:S:1:pos:R:3:forces:R:3 method="wB97M-V/def2-TZVPD" energy_ev=-159306.83793 homo_ev=-8.9 gap_ev=7.57 smiles="N#C[C@](Br)(COc1ccccc1)[C@](C#N)(COC(F)(F)F)PP(=O)(O)O.O=[N+]([O-])c1ccccc1.O=[N+]([O-])c1ccccc1.O=[N+]([O-])c1ccccc1" charge=0
N 2.43800 -2.72734 1.04054 -2.075 10.092 -6.749
C 2.22816 -1.66240 0.30448 2.325 -7.777 3.479
C 2.17804 -0.57490 -0.94379 -0.962 -0.212 0.654
Br 1.81682 1.22420 -0.05163 0.047 -1.347 -0.550
C 0.83675 -0.89843 -1.82880 -1.431 -1.130 0.989
O 0.27566 0.26279 -2.55100 -1.473 -2.498 -0.681
C -0.92966 -0.26536 -3.24116 -2.914 -1.416 -1.994
C -2.39692 -0.24594 -2.48263 0.752 -1.396 -3.446
C -3.73396 -0.87043 -3.24012 4.547 0.006 -2.137
C -3.49664 -1.51752 -4.74684 2.476 1.368 1.657
C -2.05440 -1.53876 -5.53040 -0.471 1.578 4.231
C -0.75212 -0.90488 -4.75403 -3.593 -0.249 1.631
C 3.57060 -0.46618 -1.79967 -0.392 2.351 1.072
C 4.60540 0.46390 -0.87131 5.510 3.814 5.429
N 5.40839 1.12548 -0.08273 -7.432 -6.201 -7.435
C 3.42089 0.37204 -3.22858 1.776 -1.244 -0.950
O 3.37456 1.82146 -2.97950 -1.578 0.728 -3.564
C 3.09941 2.59282 -4.20183 0.444 1.509 1.351
F 3.04880 4.03972 -3.76954 0.209 -5.192 -1.688
F 1.77887 2.30755 -4.81214 4.906 0.716 1.684
F 4.25584 2.44813 -5.12171 -4.394 0.448 2.520
P 4.47260 -2.12036 -2.10570 1.250 -0.528 0.058
P 3.97992 -2.93626 -4.11526 1.551 -0.815 -4.744
O 4.70822 -2.14921 -5.28122 -3.078 -2.008 4.225
O 4.68995 -4.56480 -4.10918 -2.870 2.461 -0.839
O 2.26952 -3.16257 -4.35827 2.504 1.746 -0.318
H 0.93779 -1.78478 -2.58567 0.361 1.508 1.484
H -0.00393 -1.22758 -1.04870 1.968 0.559 -1.511
H -2.41403 0.22494 -1.39694 -0.136 -1.091 -2.584
H -4.79800 -0.84464 -2.70247 3.136 -0.336 -1.621
H -4.43211 -1.99312 -5.27524 2.118 1.079 1.117
H -1.96808 -2.03540 -6.61249 -0.151 1.321 2.765
H 0.29911 -0.93996 -5.28517 -2.342 0.297 1.232
H 4.44649 0.17050 -3.80518 -2.211 0.269 1.179
H 2.56454 -0.02923 -3.91883 1.298 0.926 1.690
H 4.01351 -3.17564 -1.21224 -0.481 1.044 -0.634
H 4.31160 -5.02669 -4.93331 0.756 0.987 1.641
H 1.95269 -2.34643 -4.86881 0.637 -1.644 0.784
O -5.58275 0.82972 -1.61830 -1.262 -1.316 0.465
N -6.42598 -0.05520 -1.40959 0.695 0.175 -0.036
O -6.20263 -1.27126 -1.49541 -0.355 1.519 0.236
C -7.78258 0.36660 -1.04052 -0.929 0.287 0.200
C -8.08932 1.73242 -0.96839 0.001 -0.047 -0.011
C -9.38772 2.12744 -0.64052 0.125 -0.390 -0.028
C -10.36724 1.16699 -0.38318 0.133 -0.051 -0.033
C -10.05633 -0.19244 -0.44546 0.307 0.268 -0.085
C -8.76205 -0.59967 -0.77512 0.016 0.023 -0.019
H -7.33734 2.49318 -1.16620 -0.052 -0.349 0.005
H -9.63737 3.18504 -0.58853 0.117 -0.229 -0.021
H -11.37966 1.47980 -0.13344 0.221 -0.068 -0.045
H -10.82448 -0.93491 -0.24068 0.216 0.122 -0.052
H -8.53649 -1.66297 -0.82267 0.137 0.324 -0.044
O 1.80816 -5.06243 8.69539 0.375 -0.409 -1.715
N 2.07286 -5.30773 7.50902 -0.251 -0.997 0.824
O 2.12995 -6.44686 7.02407 -0.104 1.602 0.734
C 2.34178 -4.17151 6.61956 0.192 0.768 -0.583
C 2.32485 -2.86785 7.13430 0.023 -0.055 -0.058
C 2.60528 -1.79282 6.28869 -0.001 -0.370 -0.115
C 2.89491 -2.01893 4.94216 -0.019 -0.104 0.061
C 2.90076 -3.31744 4.42988 -0.040 0.015 0.381
C 2.62466 -4.40076 5.26645 0.003 0.050 0.070
H 2.10111 -2.67498 8.18125 0.043 -0.272 -0.240
H 2.60118 -0.77781 6.68020 -0.032 -0.232 -0.058
H 3.11848 -1.17795 4.28796 -0.075 -0.157 0.132
H 3.12452 -3.48528 3.37869 -0.092 0.004 0.267
H 2.63632 -5.40693 4.85265 -0.046 0.186 0.315
O 1.50816 3.37393 5.81357 0.392 -0.407 -1.757
N 1.77286 3.12863 4.62720 -0.264 -1.009 0.888
O 1.82995 1.98951 4.14225 -0.089 1.582 0.707
C 2.04178 4.26486 3.73774 0.195 0.787 -0.600
C 2.02485 5.56851 4.25248 0.020 -0.063 -0.050
C 2.30528 6.64354 3.40687 -0.002 -0.393 -0.143
C 2.59491 6.41744 2.06034 -0.032 -0.109 0.081
C 2.60076 5.11892 1.54806 -0.088 0.049 0.385
C 2.32466 4.03560 2.38464 -0.018 0.081 0.063
H 1.80111 5.76138 5.29943 0.046 -0.275 -0.237
H 2.30118 7.65856 3.79838 -0.016 -0.248 -0.035
H 2.81848 7.25841 1.40614 -0.053 -0.182 0.134
H 2.82452 4.95108 0.49687 -0.042 -0.031 0.226
H 2.33632 3.02944 1.97083 0.013 0.194 0.370

=====

LUMO level: -6.8 2.3 -6.1 -1.4 (eV)